This record from the OMol25 dataset describes one molecule with the formula C12H16O3S. The level of theory is ωB97M-V/def2-TZVPD.

Each line ends with the Mulliken charge.
Element x y z (Å)
C -3.37 -2.14 0.20  -1.179
C -3.33 -0.87 -0.60  0.857
O -4.24 -0.09 -0.67  -0.581
C -2.02 -0.62 -1.35  -0.520
C -1.60 0.82 -1.17  -0.878
S -0.91 0.99 0.51  1.346
O -0.74 2.39 0.81  -0.734
O -1.70 0.19 1.41  -0.644
C 0.71 0.23 0.36  -0.011
C 0.92 -1.06 0.80  -0.719
C 2.18 -1.62 0.64  -0.991
C 3.21 -0.91 0.05  1.103
C 4.56 -1.54 -0.12  -1.509
C 2.99 0.41 -0.39  0.967
C 4.09 1.20 -1.02  -1.602
C 1.73 0.96 -0.22  -0.776
H -2.80 -1.94 1.11  0.229
H -2.91 -2.96 -0.33  0.339
H -4.39 -2.38 0.48  0.371
H -2.22 -0.82 -2.41  0.385
H -1.24 -1.29 -1.01  0.219
H -2.45 1.50 -1.24  0.478
H -0.81 1.13 -1.86  0.466
H 0.12 -1.59 1.28  0.543
H 2.36 -2.63 0.98  0.352
H 5.32 -0.96 0.42  0.335
H 4.56 -2.55 0.26  0.384
H 4.85 -1.56 -1.17  0.326
H 4.93 1.30 -0.33  0.340
H 4.45 0.71 -1.92  0.333
H 3.74 2.20 -1.29  0.389
H 1.52 1.98 -0.53  0.382

Frontier orbital gap (eV): 10.17
Total energy (Ha): -1090.76487
LUMO energy (eV): 0.55
Energy relative to the best compared isomer or geometry (same formula, charge and spin) (kcal per mole): 0.6
Structure (SMILES): CC(=O)CCS(=O)(=O)c1ccc(C)c(C)c1

This record from the OMol25 dataset describes one molecule with the formula C5H10O2 at a distorted geometry. The level of theory is ωB97M-V/def2-TZVPD.

Each line ends with the Mulliken charge.
Element x y z (Å)
C 2.15 -0.06 -0.56  -1.352
C 0.81 0.16 0.14  0.071
O -0.04 0.88 -0.78  -0.440
C -1.22 1.16 -0.05  -0.383
C -1.64 -0.08 0.70  -0.781
C -0.02 -1.04 0.49  -0.062
O -0.21 -1.88 -0.58  -0.509
H 2.59 0.91 -0.82  0.362
H 2.03 -0.64 -1.49  0.254
H 2.85 -0.60 0.08  0.375
H 0.97 0.76 1.04  0.366
H -1.98 1.47 -0.76  0.287
H -1.02 1.98 0.66  0.313
H -2.07 0.16 1.70  0.370
H -2.32 -0.76 0.19  0.326
H -0.62 -1.12 1.39  0.422
H -0.25 -1.29 -1.35  0.383

Frontier orbital gap (eV): 9.55
Total energy (Ha): -346.87803
LUMO energy (eV): 1.03
Energy relative to the best compared isomer or geometry (same formula, charge and spin) (kcal per mole): 92.5
Structure (SMILES): C[C@H]1OCC[C@H]1O